--- 1 ---
ORCA calculation (wB97M-V/def2-TZVPD) on a single C11H13NO molecule.

Summary:
HOMO level	-8.429	eV
E_LUMO	0.8	eV
SMILES	C#CC[N@@+](C)([O-])Cc1ccccc1
frontier orbital gap	9.2	eV

Cartesian coordinates (Å):
1 C -1.55 2.86 -1.42
2 C -1.15 2.38 -0.34
3 C -0.71 1.72 0.85
4 N 0.68 1.24 0.82
5 C 1.53 2.41 0.66
6 O 0.82 0.69 1.89
7 C 1.07 0.32 -0.22
8 C 0.27 -1.02 -0.10
9 C 0.67 -2.06 0.67
10 C -0.05 -3.23 0.73
11 C -0.95 -3.48 -0.26
12 C -1.33 -2.53 -1.18
13 C -0.77 -1.31 -1.16
14 H -1.94 3.13 -2.40
15 H -0.59 2.49 1.57
16 H -1.43 0.96 1.08
17 H 2.59 2.19 0.62
18 H 1.17 2.77 -0.34
19 H 1.28 3.17 1.42
20 H 0.95 0.76 -1.27
21 H 2.19 0.28 -0.24
22 H 1.54 -1.96 1.28
23 H 0.27 -4.15 1.31
24 H -1.38 -4.48 -0.22
25 H -2.11 -2.74 -1.87
26 H -1.08 -0.43 -1.88

***

--- 2 ---
ORCA calculation (wB97M-V/def2-TZVPD) on a single C11H13NO molecule.

Summary:
HOMO level (alpha / beta)	-7.503 / -7.504	eV
E_LUMO (alpha / beta)	-0.2 / -0.2	eV
SMILES	COc1ccc2c(c1)=C(C)[C@H](C)N=2
frontier orbital gap (alpha / beta)	7.3 / 7.3	eV

Cartesian coordinates (Å):
1 C -3.79 1.29 -0.26
2 O -3.47 -0.07 -0.03
3 C -2.19 -0.52 0.29
4 C -2.03 -1.93 0.33
5 C -0.75 -2.42 0.22
6 C 0.33 -1.53 0.26
7 C 0.15 -0.07 0.43
8 C -1.21 0.45 0.36
9 C 1.35 0.62 0.51
10 C 1.89 1.99 0.51
11 C 2.36 -0.65 0.19
12 C 3.03 -0.40 -1.18
13 N 1.56 -1.96 0.07
14 H -4.49 1.29 -1.14
15 H -2.90 1.72 -0.68
16 H -3.98 1.85 0.58
17 H -2.87 -2.58 0.20
18 H -0.51 -3.45 0.40
19 H -1.55 1.41 0.49
20 H 2.39 2.02 1.54
21 H 1.10 2.70 0.69
22 H 2.57 2.16 -0.28
23 H 3.06 -0.77 0.92
24 H 3.92 0.21 -0.98
25 H 2.39 -0.13 -1.94
26 H 3.63 -1.23 -1.51

***

It comes down to 2, which is 75.1 kcal/mol more stable than the next structure.

***

--- 1 ---
ORCA calculation (wB97M-V/def2-TZVPD) on a single C9H8N2 molecule.

Summary:
HOMO level (alpha / beta)	-6.459 / -6.458	eV
E_LUMO (alpha / beta)	-0.1 / -0.1	eV
frontier orbital gap (alpha / beta)	6.4 / 6.4	eV

Cartesian coordinates (Å):
1 C 0.37 1.14 2.72
2 C -0.52 0.14 2.79
3 C 0.86 1.41 1.41
4 C -0.83 -0.64 1.68
5 C 0.47 0.70 0.32
6 C 0.96 0.99 -1.01
7 C 0.66 0.21 -2.07
8 C -0.36 -0.87 -1.88
9 C -0.76 -1.70 -2.90
10 N -0.91 -1.12 -0.68
11 N -0.41 -0.33 0.42
12 H 0.53 1.71 3.56
13 H -0.97 -0.14 3.64
14 H 1.57 2.21 1.08
15 H -1.50 -1.39 1.82
16 H 1.65 1.70 -1.18
17 H 0.98 0.15 -3.09
18 H -1.40 -2.50 -2.78
19 H -0.39 -1.65 -3.84

***

--- 2 ---
ORCA calculation (wB97M-V/def2-TZVPD) on a single C9H8N2 molecule.

Summary:
HOMO level	-8.000	eV
E_LUMO	0.5	eV
SMILES	Nc1ccc2ccncc2c1
frontier orbital gap	8.5	eV

Cartesian coordinates (Å):
1 N 3.57 -0.62 0.19
2 C 2.14 -0.11 -0.07
3 C 1.70 1.30 -0.15
4 C 0.43 1.75 -0.22
5 C -0.61 0.68 0.06
6 C -1.95 1.16 0.04
7 C -2.89 0.32 0.36
8 N -2.71 -1.03 -0.13
9 C -1.50 -1.51 -0.23
10 C -0.25 -0.72 -0.05
11 C 1.15 -1.15 0.15
12 H 4.30 0.27 0.11
13 H 3.71 -1.49 0.26
14 H 2.61 1.99 -0.32
15 H 0.07 2.68 -0.16
16 H -2.24 2.31 0.40
17 H -3.92 0.41 0.35
18 H -1.42 -2.66 -0.62
19 H 1.56 -2.24 0.18

***

It comes down to 1, which is 15.8 kcal/mol more stable than the next structure.

***

--- 1 ---
ORCA calculation (wB97M-V/def2-TZVPD) on a single C9H8N2 molecule.

Summary:
HOMO level	-7.922	eV
E_LUMO	0.4	eV
SMILES	Nc1cccc2cccnc12
frontier orbital gap	8.3	eV

Cartesian coordinates (Å):
1 N -1.62 -2.19 -0.18
2 C -1.35 -0.81 -0.11
3 C -2.28 0.16 -0.09
4 C -1.85 1.51 0.10
5 C -0.56 1.89 0.02
6 C 0.43 0.87 -0.02
7 C 1.83 1.16 -0.08
8 C 2.74 0.13 -0.19
9 C 2.23 -1.18 0.08
10 N 0.92 -1.45 0.14
11 C 0.05 -0.47 0.06
12 H -0.83 -2.71 0.08
13 H -2.44 -2.46 0.40
14 H -3.38 -0.05 -0.24
15 H -2.55 2.33 0.11
16 H -0.16 2.88 0.03
17 H 2.14 2.21 -0.01
18 H 3.82 0.18 -0.27
19 H 2.86 -2.03 0.17

***

--- 2 ---
ORCA calculation (wB97M-V/def2-TZVPD) on a single C9H8N2 molecule.

Summary:
HOMO level	-9.101	eV
E_LUMO	0.0	eV
SMILES	Cc1cnc2ccccc2n1
frontier orbital gap	9.1	eV

Cartesian coordinates (Å):
1 C -0.46 3.42 -0.05
2 C -0.30 1.99 -0.24
3 C -0.10 1.44 -1.53
4 N 0.03 0.16 -1.73
5 C 0.06 -0.68 -0.63
6 C 0.26 -2.03 -0.89
7 C 0.48 -2.84 0.21
8 C 0.39 -2.33 1.55
9 C 0.10 -1.03 1.78
10 C -0.07 -0.16 0.68
11 N -0.35 1.22 0.83
12 H -0.21 3.77 1.01
13 H -1.52 3.69 -0.30
14 H 0.30 3.96 -0.73
15 H -0.01 2.17 -2.33
16 H 0.31 -2.41 -1.86
17 H 0.55 -3.93 0.13
18 H 0.59 -3.02 2.37
19 H 0.08 -0.56 2.76

***

It comes down to 1, which is 5.9 kcal/mol more stable than the next structure.

***

--- 1 ---
ORCA calculation (wB97M-V/def2-TZVPD) on a single C4H5NO3 molecule.

Summary:
HOMO level	-8.320	eV
E_LUMO	0.3	eV
frontier orbital gap	8.6	eV

Cartesian coordinates (Å):
1 N -0.84 0.09 -1.32
2 C 0.39 0.13 -0.59
3 C -1.91 0.18 -0.51
4 C -0.06 -0.31 0.79
5 C -1.40 -0.27 0.81
6 O 1.42 -0.58 -1.16
7 O 0.71 1.60 -0.55
8 O 0.87 -0.49 1.74
9 H 1.59 -1.39 -0.67
10 H 1.68 1.70 -0.54
11 H 0.45 -0.63 2.60
12 H -0.87 0.40 -2.27
13 H -2.04 -0.45 1.66

***

--- 2 ---
ORCA calculation (wB97M-V/def2-TZVPD) on a single C4H5NO3 molecule.

Summary:
HOMO level	-10.242	eV
E_LUMO	0.7	eV
SMILES	C1=NO[C@@H]2OCO[C@H]12
frontier orbital gap	11.0	eV

Cartesian coordinates (Å):
1 C -1.49 -0.65 0.24
2 N -1.96 0.57 0.35
3 O -1.01 1.46 0.95
4 C 0.31 0.97 0.80
5 O 0.83 1.19 -0.52
6 C 0.96 -0.09 -1.38
7 O 1.03 -1.05 -0.22
8 C -0.03 -0.54 0.66
9 H -2.20 -1.53 0.04
10 H 1.14 1.24 1.58
11 H 0.23 -0.13 -2.11
12 H 2.14 -0.09 -1.77
13 H 0.04 -1.33 1.39

***

--- 3 ---
ORCA calculation (wB97M-V/def2-TZVPD) on a single C4H5NO3 molecule.

Summary:
HOMO level	-11.141	eV
E_LUMO	0.8	eV
SMILES	N#CC1OCOCO1
frontier orbital gap	12.0	eV

Cartesian coordinates (Å):
1 N -1.66 0.57 -1.97
2 C -1.00 0.92 -1.07
3 C -0.15 1.23 0.16
4 O 1.18 0.90 0.00
5 C 1.29 -0.52 -0.33
6 O 0.79 -1.26 0.77
7 C -0.50 -0.95 0.88
8 O -0.60 0.54 1.22
9 H -0.33 2.40 0.40
10 H 2.34 -0.64 -0.41
11 H 0.67 -0.72 -1.25
12 H -1.06 -0.91 -0.05
13 H -0.98 -1.58 1.66

***

--- 4 ---
ORCA calculation (wB97M-V/def2-TZVPD) on a molecular structure, C4H5NO3.

Summary:
HOMO level	-8.847	eV
E_LUMO	0.2	eV
frontier orbital gap	9.1	eV

Cartesian coordinates (Å):
1 C 0.17 -0.68 -0.07
2 C -1.86 0.21 0.35
3 C -0.92 1.32 -0.01
4 C 0.31 0.76 -0.34
5 H 2.96 -1.62 -0.05
6 H -2.43 0.13 1.42
7 H -2.41 0.01 -0.60
8 H -1.24 2.27 0.38
9 H 1.29 1.33 0.02
10 N 1.14 -1.31 0.81
11 O 2.36 -0.72 0.50
12 O -0.97 -1.03 0.13
13 O -0.44 1.43 -1.43

***

It comes down to 3, which is 10.2 kcal/mol more stable than the next structure.